ORCA calculation (ωB97M-V with the def2-TZVPD basis set) on a 2-piece molecular cluster, C3H6O3S overall.

The geometry in XYZ format:
```
13
Properties=species:S:1:pos:R:3:forces:R:3
O 1.1425 -1.5174 0.0935 -0.17 -0.03 -0.50
C 1.2663 -0.5476 0.8789 -0.05 0.67 0.56
O 2.0208 -0.5222 1.8856 0.11 0.16 -0.11
C 0.3454 0.7596 0.7100 0.52 -2.17 0.16
C -0.7970 0.5452 -0.2499 -1.35 0.97 0.15
S -2.1088 1.9131 -0.0195 0.54 -0.38 -0.54
H 0.9597 1.6260 0.4618 -0.05 0.03 0.08
H -0.0625 0.8512 1.7224 0.07 0.48 -0.22
H -0.4817 0.4168 -1.2946 0.05 0.40 0.16
H -1.3559 -0.3563 -0.0167 0.31 -0.25 0.16
H 0.6527 -2.4861 -1.7381 0.01 1.05 0.24
H 0.3910 -1.2423 -2.6416 0.00 0.97 0.76
O 0.4532 -2.1810 -2.6363 0.01 -1.90 -0.91
```
Positions in Å, forces in eV/Å.

## Properties
Total charge: -2
Orbital gap: 5.6040 eV
LUMO energy: 6.22 eV
E_HOMO: 0.61 eV
E_tot: -20185.818 eV

ORCA calculation (ωB97M-V with the def2-TZVPD basis set) on a 2-piece molecular cluster, C5H17N2O2 overall.

The geometry in XYZ format:
```
26
Properties=species:S:1:pos:R:3:forces:R:3
N 0.7185 1.0000 1.8992 -0.01 0.12 -0.22
C 0.7044 -0.0771 0.8360 0.00 -0.08 0.01
C 1.7300 -1.1240 1.1964 -0.03 -0.34 0.08
C -0.7242 -0.6261 0.7508 -0.22 -0.02 0.01
N -0.9863 -1.4983 -0.3680 0.10 0.14 0.06
C -1.2979 -0.8638 -1.6401 -0.08 -0.21 0.00
C -0.1567 -0.0858 -2.2991 0.15 0.00 -0.12
O 1.0995 -0.7449 -2.1126 -0.01 -0.25 -0.36
H 1.6525 1.4033 1.9807 -0.03 -0.05 0.12
H 0.0518 1.7666 1.6703 -0.03 -0.02 0.08
H 0.4554 0.6040 2.8014 0.05 0.01 0.08
H 0.9741 0.4065 -0.0996 0.07 0.10 0.11
H 1.7789 -1.8690 0.4102 -0.03 -0.05 -0.18
H 2.7340 -0.7256 1.2893 0.18 0.21 0.02
H 1.4784 -1.6550 2.1195 -0.07 0.13 0.02
H -1.4373 0.2038 0.7243 0.02 0.05 -0.15
H -0.9516 -1.1721 1.6724 0.14 -0.05 0.14
H -0.2298 -2.1582 -0.4813 -0.06 -0.15 -0.04
H -2.1569 -0.2133 -1.4756 -0.04 0.16 -0.11
H -1.6464 -1.6496 -2.3158 0.11 0.00 0.05
H -0.3714 0.0647 -3.3623 0.02 0.02 0.12
H -0.0364 0.9070 -1.8573 -0.09 -0.01 -0.01
H 1.2929 -1.3244 -2.8665 -0.14 0.29 0.30
H -0.8160 3.9901 1.2208 -0.04 0.01 -0.02
H -2.0404 3.0813 1.4383 0.09 0.01 -0.01
O -1.0826 3.0688 1.3164 -0.03 -0.02 0.01
```
Positions in Å, forces in eV/Å.

## Properties
Total charge: +1
Orbital gap: 9.1749 eV
LUMO energy: -3.08 eV
E_HOMO: -12.25 eV
E_tot: -12529.841 eV

ORCA calculation (ωB97M-V with the def2-TZVPD basis set) on one molecule with the formula C21H27ClN2O5.

The geometry in XYZ format:
```
56
Properties=species:S:1:pos:R:3:forces:R:3
C -7.0647 1.3694 0.7607 0.02 -0.03 -0.01
O -6.4632 0.4169 -0.1154 0.00 0.01 0.00
C -5.1486 0.1678 0.1631 0.01 0.01 -0.01
C -4.1562 0.8291 -0.5649 -0.01 0.00 0.00
C -4.5380 1.8298 -1.6183 0.01 0.03 0.01
C -2.8296 0.5273 -0.3011 0.03 -0.01 0.00
C -2.4759 -0.4020 0.6703 0.01 -0.03 0.00
C -1.0125 -0.6550 0.8754 0.00 0.03 0.01
O -0.1988 -0.3964 0.0023 0.00 0.01 -0.01
N -0.6310 -1.1561 2.0754 0.00 0.00 -0.02
C 0.7793 -1.3597 2.3687 -0.04 -0.01 -0.03
C 1.3160 -2.6692 1.8032 0.00 -0.03 -0.03
C 2.8041 -2.8099 2.0410 0.00 0.00 0.02
O 3.4692 -1.8253 1.2760 0.01 0.00 0.00
C 4.8371 -1.7118 1.5784 0.01 0.00 0.03
C 5.4678 -0.7671 0.5751 0.05 0.18 -0.08
N 5.5950 -1.3315 -0.7557 -0.09 -0.21 0.06
C 4.5691 -1.3906 -1.6668 -0.10 -0.09 0.13
O 4.4996 -2.2739 -2.4969 0.08 0.07 -0.12
C 3.5875 -0.3172 -1.6079 0.01 0.01 0.01
C 2.7162 0.5081 -1.6080 0.02 0.01 -0.03
C 1.6292 1.4726 -1.6455 -0.02 0.00 -0.01
C 2.0312 2.9165 -1.9684 0.02 -0.03 0.02
C 0.6939 3.5142 -2.3995 -0.02 0.02 -0.01
O -0.1089 2.4312 -2.8802 -0.03 -0.01 0.03
C 0.6155 1.2113 -2.7604 0.00 0.00 0.05
C -3.4653 -1.0695 1.3781 0.00 0.02 -0.02
C -4.7938 -0.7815 1.1163 -0.01 -0.01 0.02
Cl -6.0346 -1.6415 1.9707 0.01 0.00 0.00
H -8.0946 1.4819 0.4332 0.00 0.01 0.01
H -7.0454 1.0152 1.7931 -0.01 0.01 0.00
H -6.5510 2.3319 0.6955 -0.01 0.00 0.00
H -3.6669 2.1112 -2.2074 0.00 -0.01 -0.01
H -5.3035 1.4251 -2.2792 0.00 0.00 -0.01
H -4.9466 2.7382 -1.1705 -0.01 -0.01 0.00
H -2.0390 1.0122 -0.8613 -0.02 0.01 -0.01
H -1.3108 -1.2533 2.8072 0.00 0.01 0.00
H 1.3377 -0.5299 1.9355 0.03 0.00 0.02
H 0.9042 -1.3343 3.4529 0.00 0.01 0.00
H 0.7971 -3.5147 2.2621 0.00 0.00 -0.01
H 1.1246 -2.6971 0.7288 0.00 -0.01 0.01
H 3.0368 -2.6732 3.1083 0.00 0.00 0.00
H 3.1551 -3.8083 1.7527 -0.01 0.00 -0.01
H 4.9737 -1.3182 2.5959 0.00 0.00 0.00
H 5.3277 -2.6956 1.5358 -0.01 0.00 -0.01
H 4.8576 0.1341 0.5057 0.02 0.00 0.02
H 6.4582 -0.4720 0.9246 0.01 0.00 0.01
H 6.1720 -2.1594 -0.8260 0.03 0.03 -0.01
H 1.1017 1.4320 -0.6899 -0.01 0.00 -0.01
H 2.4730 3.4370 -1.1202 0.00 0.01 0.00
H 2.7487 2.9186 -2.7902 0.00 0.01 0.00
H 0.1742 3.9788 -1.5564 0.00 -0.01 0.00
H 0.8012 4.2619 -3.1876 0.02 -0.01 -0.01
H 1.1345 0.9741 -3.6958 0.00 0.00 0.00
H -0.0761 0.4093 -2.5120 -0.01 0.00 0.01
H -3.2334 -1.8417 2.0995 -0.01 0.00 0.00
```
Positions in Å, forces in eV/Å.

## Properties
Total charge: 0
Orbital gap: 9.7737 eV
LUMO energy: 0.57 eV
E_HOMO: -9.20 eV
E_tot: -47953.827 eV

ORCA calculation (ωB97M-V with the def2-TZVPD basis set) on Cl2O4P as an isolated structure.

The geometry in XYZ format:
```
7
Properties=species:S:1:pos:R:3:forces:R:3
O 1.2039 -1.0552 0.7860 -1.29 0.23 -1.16
O 0.8122 1.3652 0.3044 0.30 3.23 -0.24
O -0.3300 -0.2664 -1.3683 -0.46 0.22 1.87
O -1.3384 -0.2348 0.6173 1.59 1.03 0.97
P 0.3479 0.0191 0.1850 -1.03 -3.94 0.22
Cl 0.7496 -0.5826 -2.5048 1.60 -0.47 -1.80
Cl -1.4198 0.6021 2.0962 -0.70 -0.30 0.15
```
Positions in Å, forces in eV/Å.

## Properties
Total charge: -1
Orbital gap: 9.0767 eV
LUMO energy: 3.46 eV
E_HOMO: -5.61 eV
E_tot: -42525.042 eV

ORCA calculation (ωB97M-V with the def2-TZVPD basis set) on C24H27BrLaN2O4 as an isolated structure.

The geometry in XYZ format:
```
59
Properties=species:S:1:pos:R:3:forces:R:3
La -0.6215 -0.5440 -0.1473 -0.62 0.05 1.18
C -1.8846 -2.7828 1.0333 0.09 -0.06 0.12
C -1.8322 -1.9194 2.1558 0.03 0.00 -0.22
C -0.4827 -1.8254 2.5747 -0.10 0.07 -0.13
C 0.3037 -2.6317 1.7104 -0.16 0.06 -0.20
C -0.5663 -3.2336 0.7629 -0.01 0.07 0.06
C -0.1671 -4.2288 -0.2909 0.05 -0.01 -0.09
C 1.7786 -2.8966 1.8114 0.13 -0.01 0.02
C -0.0448 -1.1404 3.8373 0.02 0.05 0.04
C -3.0065 -1.2637 2.8232 -0.06 0.04 0.04
C -3.1205 -3.1775 0.2781 -0.12 -0.02 -0.08
H -0.1461 -3.8044 -1.2992 -0.01 0.04 0.02
H -0.8522 -5.0812 -0.3107 -0.01 0.01 0.02
H 0.8304 -4.6243 -0.0897 0.00 0.01 0.02
H 2.3258 -2.6189 0.9056 -0.05 0.01 -0.03
H 1.9887 -3.9562 1.9888 -0.03 0.00 0.01
H 2.2302 -2.3413 2.6349 -0.03 0.01 0.01
H -0.3150 -0.0806 3.8638 -0.03 0.00 -0.02
H 1.0338 -1.1940 3.9809 0.00 -0.02 -0.02
H -0.5104 -1.6044 4.7134 -0.01 -0.01 -0.01
H -3.2712 -0.2924 2.3936 0.03 0.00 -0.02
H -2.8156 -1.1058 3.8874 0.02 0.00 0.00
H -3.9025 -1.8839 2.7449 0.01 -0.02 -0.01
H -3.4373 -2.4469 -0.4762 0.05 0.04 0.01
H -3.9767 -3.3031 0.9458 0.04 0.00 0.04
H -2.9758 -4.1212 -0.2510 0.04 0.00 0.02
Br 2.0487 1.0045 2.0346 -0.08 -0.04 -0.05
C 0.5301 2.1399 2.0007 -0.10 0.67 0.29
C 0.6280 3.4271 2.5135 0.10 -0.20 -0.06
C -0.4823 4.2427 2.3798 -0.06 0.08 0.01
C -1.6295 3.7682 1.7628 0.01 -0.08 0.04
C -1.6418 2.4600 1.3000 -0.04 0.36 0.21
N -0.5661 1.6814 1.4481 -0.01 -0.66 -0.58
C -2.8961 1.9010 0.5888 -0.08 0.17 0.08
O -3.9166 2.5652 0.7230 0.05 0.00 0.00
O -2.7357 0.8267 -0.0663 0.52 -0.23 0.10
H 1.5415 3.7727 2.9741 0.01 -0.01 -0.02
H -0.4400 5.2587 2.7525 -0.02 0.00 -0.01
H -2.5161 4.3699 1.6286 0.00 -0.01 0.01
C 1.1509 3.1814 -1.3356 -0.05 0.02 0.11
C 1.6600 2.5354 -2.5910 -0.02 -0.04 -0.06
C 2.1855 3.3105 -3.6059 -0.05 0.08 0.02
C 2.6620 2.7376 -4.7758 0.02 0.03 -0.02
C 2.5991 1.3606 -4.8954 -0.03 -0.09 -0.02
C 2.0857 0.5240 -3.9059 0.04 0.14 -0.04
C 2.1100 -0.9582 -4.1771 0.04 -0.09 0.01
C 1.6016 1.1204 -2.7162 0.00 0.21 0.25
N 1.1095 0.5005 -1.5911 -0.10 -0.76 -0.29
H 1.2081 4.2687 -1.4106 0.03 0.00 0.00
H 1.7234 2.8605 -0.4589 0.01 0.00 -0.06
H 0.1092 2.9104 -1.1342 0.01 -0.01 -0.06
H 2.2091 4.3877 -3.4709 0.02 0.00 -0.03
H 3.0666 3.3483 -5.5733 0.00 -0.01 0.00
H 2.9647 0.8906 -5.8031 0.01 0.01 -0.01
H 2.4759 -1.1226 -5.1927 0.01 -0.02 -0.01
H 1.1281 -1.4156 -4.0727 -0.03 0.02 -0.01
H 2.7738 -1.4856 -3.4881 -0.01 0.02 -0.01
O -0.3390 -1.3351 -2.2726 0.63 0.14 -0.24
O 1.0298 -0.9351 -1.7506 -0.09 -0.01 -0.34
```
Positions in Å, forces in eV/Å.

## Properties
Total charge: -1
Orbital gap: 6.2791 eV
LUMO energy: 2.34 eV
E_HOMO: -3.94 eV
E_tot: -107400.940 eV